[1]
The following is a quantum chemistry calculation of a structure of composition C20H26FeN3O5, from the Open Molecules 2025 dataset.

**Charge**: +1
**HOMO (alpha / beta)**: -0.39501 / -0.39757 Ha
**HOMO-LUMO gap (alpha / beta)**: 0.31262 / 0.31565 Eh

Geometry as XYZ:
```
55
Properties=species:S:1:pos:R:3:forces:R:3:mulliken_charge:R:1
C 0.25167 -4.73578 0.56210 0.0 0.0 0.0 -0.28
C 1.12587 2.33866 1.27277 0.1 -0.2 -0.1 -0.72
H -1.30461 2.86812 -0.13059 0.0 0.0 0.0 0.26
O -1.85953 0.02541 3.68358 -0.1 0.0 0.0 -0.75
H 3.78972 0.60808 -0.46864 0.0 0.0 0.0 0.46
H 2.17035 1.07980 -2.20216 0.0 0.0 0.0 0.21
C 0.13779 -2.49150 1.37992 0.0 0.1 0.1 0.67
H -0.74343 -2.51430 -1.77295 0.0 0.0 0.0 0.36
H 3.18011 2.08526 0.73134 0.0 0.0 0.0 0.41
N -0.26252 -2.05039 0.17272 0.0 0.0 0.1 0.40
H -4.93906 1.75510 -1.19581 0.0 0.0 0.0 0.46
H 0.37952 0.95397 -4.03836 0.0 0.0 0.0 0.54
C 2.44455 1.58205 1.36476 0.0 0.0 -0.1 -0.76
O 1.57996 -0.78597 -1.51736 0.1 -0.1 0.0 -0.09
H -1.26142 2.77704 -2.57334 0.0 0.0 0.0 0.39
C -0.39974 2.33531 -2.06644 0.0 0.1 -0.1 -0.85
O 2.27316 0.25140 0.89204 0.0 0.0 -0.1 -0.09
N -2.15028 0.55518 0.21694 -0.1 0.0 0.2 0.37
C -2.45437 0.78665 1.50692 0.0 0.0 0.1 0.39
C 0.25379 -1.42782 2.46071 -0.2 -0.1 -0.2 -1.35
C -4.24435 1.50734 -0.40582 0.0 0.0 0.0 -0.98
H 1.33177 3.41060 1.23505 0.0 0.0 0.0 0.61
H 2.81540 1.58654 2.39218 0.0 0.0 0.0 0.35
H 1.30778 -1.26478 2.69983 0.0 0.0 0.0 0.24
C -0.41805 -2.92630 -0.82635 0.0 0.0 0.0 -0.10
C -1.50850 0.16873 2.52169 0.0 0.0 -0.2 0.22
H 0.10331 3.82505 -0.62801 0.0 0.0 0.0 0.60
H -0.24895 -1.76293 3.37092 0.0 0.0 0.0 0.71
H 0.44990 -5.78817 0.71576 0.0 0.0 0.0 0.44
C 0.37359 0.33958 -3.13579 -0.1 0.0 -0.1 -1.05
C -3.04745 0.88845 -0.71644 0.0 0.0 0.0 -0.27
O -0.48263 0.90457 -2.13671 0.2 0.0 0.1 -0.17
C 2.76917 -1.24692 -0.89509 0.1 0.0 0.0 -0.90
C -0.33441 2.82301 -0.62690 0.1 0.0 -0.1 -0.55
N -0.38761 -0.24994 1.92451 0.3 -0.1 0.2 0.37
C 3.32846 -0.22317 0.07446 0.1 -0.1 0.1 -0.72
Fe -0.21306 -0.03698 0.03895 0.0 0.1 -0.2 0.40
H 2.50894 -2.17615 -0.38613 -0.1 0.1 0.0 0.17
H -2.78478 0.64964 -1.73742 0.0 0.0 0.0 0.63
H -0.05632 -0.63110 -3.38153 0.0 0.0 0.0 0.32
C -0.17899 -4.27503 -0.67676 0.0 0.0 0.0 -0.96
H 3.52404 -1.47292 -1.65450 0.0 -0.1 0.0 0.60
H -0.32868 -4.94742 -1.50896 0.0 0.0 0.0 0.46
H 0.50426 2.66069 -2.58455 0.0 0.0 0.0 0.53
C -3.62544 1.40844 1.89727 0.0 0.0 0.0 -0.92
C 0.41146 -3.83432 1.59788 0.0 0.0 0.0 -1.11
H -5.45731 2.28198 1.19100 0.0 0.0 0.0 0.45
H -3.80390 1.54231 2.95515 0.0 0.0 0.0 0.54
C 1.75820 0.13576 -2.57791 0.0 0.1 0.1 -0.33
H 0.72990 -4.15758 2.57987 0.0 0.0 0.0 0.50
H 4.10707 -0.69330 0.68449 0.0 0.0 0.0 0.39
H 2.43552 -0.26643 -3.33796 0.0 0.0 0.0 0.55
O 0.52856 1.91095 0.03929 -0.2 0.2 0.0 0.09
H 0.45259 2.12162 2.09806 0.0 0.0 0.0 0.20
C -4.53104 1.79192 0.92231 0.0 0.0 0.0 -0.33
```
Forces are in eV/Å.


[2]
The following is a quantum chemistry calculation of a structure of composition C20H26N2O2PtSi, from the Open Molecules 2025 dataset.

**Relative energy (zero: lowest compared OMol25 entry of this formula, charge and spin)**: 152.6 kJ/mol
**Charge**: +2
**HOMO (alpha / beta)**: -0.47990 / -0.50948 Ha
**2S+1**: 5
**HOMO-LUMO gap (alpha / beta)**: 0.24267 / 0.13572 Eh

Geometry as XYZ:
```
52
Properties=species:S:1:pos:R:3:forces:R:3:mulliken_charge:R:1
H -4.28237 0.94249 -5.90364 0.5 -0.3 -0.2 0.39
H 2.41041 -3.63720 -7.22828 0.2 0.8 0.2 0.36
H 1.71649 0.97267 -1.50307 -0.3 0.1 -0.2 0.74
C 2.27454 -2.31700 2.89420 0.7 -0.2 0.5 -0.67
C -0.85682 1.42715 0.61942 0.1 0.7 -0.2 -0.97
H 4.42661 0.19227 -6.80927 -0.2 -0.4 0.0 0.39
H 0.82865 -2.96708 -5.45442 -0.1 0.0 -0.1 0.37
H -3.41289 2.00571 -7.93429 0.2 -0.1 -0.1 0.40
H -1.46817 -2.21073 2.35353 -0.3 -0.1 0.1 0.31
C -0.40499 1.88435 -1.60001 0.2 0.2 0.2 -0.37
H -2.20623 2.73847 -0.64736 0.4 -0.4 0.2 0.50
C -1.37771 1.27610 -7.63769 0.5 0.4 0.2 -0.65
N -0.97036 -2.12324 1.48205 0.5 0.4 0.1 -0.31
C 2.49866 -2.62500 -6.78642 -0.6 -0.6 0.3 -0.55
H -2.91314 -0.90006 -1.41895 0.9 -0.4 -0.8 0.44
H 1.12814 0.44753 1.05683 -0.4 0.1 -0.4 0.70
C 0.69951 1.03181 -1.12549 -0.6 0.9 2.4 -0.60
H 4.20848 -2.02821 -7.95302 0.1 0.0 -0.1 0.43
C -2.18727 -0.99258 -2.28189 -1.5 -0.3 0.2 -1.67
O 1.09847 -1.78114 0.54605 -0.3 -1.0 1.7 -0.73
C -2.73463 1.41662 -7.32419 0.4 -0.3 0.3 -0.49
H -2.30447 -2.15792 -0.01408 0.2 -0.3 0.0 0.37
C -3.22579 0.81178 -6.17676 0.1 -0.4 0.7 -0.67
C 0.39310 -2.13047 1.53538 0.7 -0.2 -0.1 0.89
H 2.49213 -1.25530 2.87721 0.0 0.1 0.1 0.32
C -2.36144 0.10174 -5.31510 -0.2 0.6 -0.5 -0.15
H -0.99011 -1.93722 -2.14759 -1.5 1.5 -0.5 0.19
H -2.82682 -0.41169 -4.46053 0.4 0.4 -0.8 0.31
C 1.58368 -2.26482 -5.77835 1.1 0.1 -1.0 -0.39
H 0.86876 0.99084 -3.69860 -0.2 -0.1 0.2 -0.19
H 2.89826 0.84425 -5.06304 -0.3 -0.3 0.0 0.30
C -0.47015 0.65125 -6.75284 -0.4 0.2 -0.1 -0.51
C 1.67974 -0.99714 -5.19702 0.0 0.3 1.1 0.46
C 0.38614 0.76340 0.32000 0.7 1.3 -1.8 -0.49
H 2.45190 -2.75059 3.87185 0.3 0.1 0.0 0.27
C 2.73338 -0.12219 -5.54239 0.5 -0.7 -0.4 -0.21
C -1.31703 2.10542 -0.55457 0.3 -0.5 0.6 -0.49
H -1.21664 1.48945 1.65528 -0.2 0.1 -0.7 0.55
O 0.86905 -2.53862 2.70597 -1.2 0.7 -2.1 -0.37
Si 0.29562 -0.33431 -4.11926 1.0 0.3 -2.5 0.23
C 3.50372 -1.73815 -7.19213 -0.5 -0.1 0.7 -0.54
H -0.50504 2.34514 -2.59040 0.2 -0.4 0.5 0.52
C 3.62605 -0.50494 -6.54597 0.0 0.5 0.1 -0.50
H -2.30425 0.01107 -2.79786 1.3 -1.2 0.5 0.33
H -1.00916 1.78809 -8.54348 -0.1 -0.5 0.5 0.36
H -1.99934 -0.63263 0.50033 -0.1 0.0 0.7 0.41
H 0.60539 0.67230 -7.02456 -0.9 -0.1 0.4 0.26
N -1.57958 -1.54644 0.35138 -0.5 -0.8 1.2 -0.67
H 2.86474 -2.81269 2.13627 0.0 -0.2 -0.1 0.32
C -0.95768 0.09264 -5.52808 -1.0 0.0 0.4 0.91
H -2.59100 -1.75930 -2.96333 0.2 0.3 0.2 0.60
Pt -0.08829 -0.95428 -1.05862 0.2 -0.4 -1.6 1.57
```
Forces are in eV/Å.


[3]
The following is a quantum chemistry calculation of the molecule C20H26N2O3, from the Open Molecules 2025 dataset.

**Relative energy (zero: lowest compared OMol25 entry of this formula, charge and spin)**: 280.0 kJ/mol
**SMILES string**: COc1ccc([C@@H](CNC(=O)CCOc2ccccc2)N(C)C)cc1
**HOMO**: -0.30403 Ha
**HOMO-LUMO gap**: 0.32989 Eh

Geometry as XYZ:
```
51
Properties=species:S:1:pos:R:3:forces:R:3:mulliken_charge:R:1
C -0.87257 -1.06178 -2.20681 0.4 0.0 -0.5 0.75
H 1.12530 -0.14640 -0.95615 0.1 0.0 -0.2 -0.16
H -0.17595 -4.74748 -0.38051 0.0 -0.1 -0.1 0.33
H 1.55265 3.29269 1.05653 0.0 0.0 0.0 0.22
O -0.22491 2.89025 2.04903 -0.4 -0.3 0.0 -0.44
H 2.34907 -0.82200 -2.05722 -0.1 0.1 0.1 0.39
H 1.00305 -4.02797 2.89501 0.0 0.0 0.1 0.37
O -1.95615 -0.53134 -2.33114 -0.3 0.2 0.0 -0.67
H 1.67203 0.98422 1.55338 0.1 0.1 0.0 0.35
C -1.70263 -2.62007 -0.52250 -0.2 -0.2 0.2 -1.67
H 0.25805 -2.49292 -1.26178 0.1 0.1 -0.1 0.30
C 0.37020 -0.59729 -2.95105 -0.1 0.2 0.1 -1.02
H 0.11476 -2.51360 3.11366 0.0 0.0 0.1 0.34
H 1.98326 5.56438 -1.90781 0.1 0.1 0.0 0.38
H 3.02904 3.40627 -2.51376 0.1 0.0 0.0 0.45
H -2.49781 1.80617 1.97380 -0.1 0.1 0.0 0.46
H -2.16183 -2.89219 1.54357 0.1 0.0 -0.1 0.53
C -1.97943 -0.22765 1.54136 0.2 0.0 0.0 -0.57
N -0.13238 -3.43609 1.25591 -0.2 0.0 -0.1 0.04
C 1.33700 2.24316 -1.94418 0.1 0.1 0.0 0.55
O 2.02820 1.11748 -2.30395 0.1 0.4 -0.1 -0.45
H 0.96044 4.48701 2.23345 0.1 -0.1 0.0 0.23
H -2.56099 -1.95748 -0.66212 0.1 -0.2 0.1 0.59
H 0.72136 -1.40342 -3.59654 0.0 0.0 0.0 0.38
H 0.08446 0.24263 -3.58602 0.0 -0.1 0.1 0.45
C 1.43595 4.64284 -1.77345 0.0 0.0 0.0 -0.41
H -0.52996 1.36215 -1.30749 -0.1 -0.1 0.0 0.14
H -2.00290 -3.63209 -0.81068 -0.1 0.1 0.0 0.51
H -1.16017 -5.29014 1.00262 0.0 0.0 0.0 0.34
C 1.49152 -0.14599 -1.99006 -0.1 -0.3 0.2 0.04
H -0.75046 -4.06139 3.19392 0.0 0.0 0.0 0.42
H 1.15778 -1.36524 1.12510 0.1 -0.1 0.0 0.54
C 1.07665 3.42329 2.03326 0.3 0.1 0.0 -0.77
C 0.06362 -3.51502 2.69290 0.1 0.0 0.0 -1.17
C 0.64190 0.66312 1.55531 0.1 0.3 0.1 -0.02
C -0.23399 -4.77411 0.70554 0.0 0.1 0.0 -1.13
N -0.67168 -2.13444 -1.40730 0.1 -0.4 0.3 0.02
C 0.35167 -0.66859 1.30265 -0.3 0.0 0.1 -0.28
C -1.27650 -2.57431 0.95681 -0.1 0.1 -0.2 -0.19
C 0.04344 2.26497 -1.43610 0.1 -0.3 -0.1 0.26
C -0.53931 3.47638 -1.09984 0.0 0.1 0.0 -0.85
C 2.02788 3.44367 -2.11310 0.0 -0.2 0.0 -0.57
C 0.14800 4.66480 -1.26077 -0.1 0.1 0.1 -0.66
H 0.61109 -5.35656 1.07041 0.0 -0.1 0.0 0.38
H -3.00522 -0.56658 1.53962 -0.1 0.0 0.0 0.50
H -1.54424 3.47865 -0.70656 -0.1 0.0 0.1 0.39
H 1.70292 2.97536 2.81221 0.0 0.0 0.0 0.35
C -1.70513 1.09990 1.78559 0.1 0.2 0.0 -0.79
C -0.38837 1.56480 1.79315 -0.1 -0.1 0.1 0.50
H -0.31492 5.60230 -0.99297 -0.1 0.1 0.0 0.40
C -0.95379 -1.13436 1.29505 0.1 -0.1 0.1 -0.07
```
Forces are in eV/Å.


[4]
The following is a quantum chemistry calculation of the molecule C20H26N2O4, from the Open Molecules 2025 dataset.

**Relative energy (zero: lowest compared OMol25 entry of this formula, charge and spin)**: 236.6 kJ/mol
**SMILES string**: CC(=O)c1ccc(OCCCC(=O)NC[C@H](c2ccco2)N(C)C)cc1
**HOMO**: -0.31436 Ha
**HOMO-LUMO gap**: 0.33846 Eh

Geometry as XYZ:
```
52
Properties=species:S:1:pos:R:3:forces:R:3:mulliken_charge:R:1
O 1.79526 -2.41293 -0.83628 0.3 0.0 -0.5 -0.42
C 1.24093 1.62643 -1.08229 0.0 0.6 0.2 0.49
C 0.48437 2.10586 1.26939 -0.4 -0.1 -0.2 -0.90
C -6.45731 -1.16623 -0.53204 -0.3 0.0 -0.1 1.04
C -4.05908 1.66444 0.22384 0.3 0.1 0.1 -0.80
H 3.96549 0.65003 -2.34117 -0.1 -0.1 0.0 0.43
C 3.68963 -0.87943 -0.80939 -0.3 0.0 -0.3 0.49
H 0.08091 -3.51119 -0.47867 0.0 -0.1 -0.1 0.52
H 0.10550 -2.25703 1.94145 -0.2 -0.1 0.1 0.58
C -2.90658 0.95202 0.57404 -0.4 0.0 -0.1 0.68
H -6.08036 1.59195 -0.40214 -0.1 0.1 0.0 0.35
H 4.14776 -1.63597 -1.47764 0.0 0.1 0.1 0.42
H 6.44392 0.60063 0.40257 0.0 0.0 0.0 0.40
C -0.61315 1.04799 1.20621 0.5 -0.2 0.2 -0.27
H 5.80860 -1.12380 1.75273 0.1 -0.1 0.0 0.36
C -5.25800 -0.38774 -0.15694 0.6 -0.1 0.2 0.09
N 2.55234 1.31485 -0.95352 0.6 -0.2 0.0 0.01
H 0.16605 2.90191 1.94456 0.1 0.0 0.1 0.43
C -7.66778 -0.38724 -0.99301 -0.1 -0.3 0.0 -1.38
H 6.26981 -0.18544 -1.17851 0.0 0.0 0.0 0.35
C 3.16171 0.25332 -1.71360 0.1 -0.2 -0.1 -1.61
O -1.83416 1.69929 0.91534 -0.1 0.2 -0.1 -0.36
H -7.41272 0.22911 -1.85191 0.0 0.1 0.0 0.38
H 4.38761 -2.10437 1.37471 0.1 0.0 0.0 0.37
C -5.21252 1.00887 -0.13713 0.0 -0.3 0.0 -0.47
C 0.75940 -2.79028 -0.06859 -0.5 0.0 0.7 -0.67
H -4.01461 2.74229 0.24178 0.0 0.1 0.0 0.41
O 0.52312 1.10560 -1.90947 -0.3 -0.2 -0.2 -0.67
H 2.38349 -0.15105 -2.36684 0.2 0.0 0.1 0.55
H -0.16750 3.11299 -0.51100 0.1 0.0 -0.1 0.45
H 3.08255 1.67393 -0.17593 -0.1 0.1 0.0 0.33
C 0.79237 -2.14586 1.12728 -0.2 -0.4 -0.4 -0.81
C 1.93033 -1.30226 1.08244 0.4 0.0 -0.5 0.05
H -8.45600 -1.08318 -1.26878 0.0 0.0 0.0 0.34
C 0.75987 2.69747 -0.11640 -0.1 -0.1 0.0 -0.93
H -0.37579 0.31954 0.42320 -0.1 0.0 0.1 0.18
H 2.28292 -0.64905 1.85327 0.2 0.2 0.1 0.85
H -4.14423 -2.16854 0.18368 0.0 -0.1 0.0 0.44
C 5.19445 -1.51732 0.94444 0.0 0.0 0.1 -1.10
C 2.50781 -1.50929 -0.13573 0.2 0.5 0.8 -0.40
C 5.73503 0.36471 -0.38947 -0.1 0.0 0.0 -1.15
H 1.50501 3.49080 -0.04117 0.0 0.0 0.0 0.37
O -6.47343 -2.37816 -0.47582 0.0 0.0 0.0 -0.62
H -0.69105 0.52378 2.16897 0.0 0.0 -0.1 0.53
H -8.02382 0.25718 -0.19222 0.0 0.1 0.0 0.37
H 5.81455 -2.17856 0.32047 0.0 0.0 0.0 0.38
C -2.94377 -0.44146 0.56052 0.3 0.1 0.1 -0.05
C -4.10582 -1.08936 0.19848 -0.3 0.1 -0.1 -0.96
H 1.38793 1.64655 1.67304 0.0 0.0 0.1 0.37
N 4.64638 -0.40383 0.18856 -0.2 -0.1 -0.1 -0.06
H 5.36852 1.30251 -0.80011 0.1 0.1 -0.1 0.33
H -2.07594 -1.02447 0.82483 0.1 0.0 0.0 0.33
```
Forces are in eV/Å.


no.,F_max (eV/A)
1,0.37
2,2.69
3,0.63
4,0.92